[1]
{
  "formula": "C28H63O11P",
  "method": "ωB97M-V with the def2-TZVPD basis set",
  "charge": 0,
  "smiles": "CC(=O)OCCCCCCCCP.COCCOCCOC.COCCOCCOC.COCCOCCOC",
  "lumo_ev": 0.5,
  "orbital_gap_ev": 9.368,
  "largest_force_ev_per_a": 4.3,
  "species": ["C", "C", "O", "O", "C", "C", "C", "C", "C", "C", "C", "C", "P", "H", "H", "H", "H", "H", "H", "H", "H", "H", "H", "H", "H", "H", "H", "H", "H", "H", "H", "H", "H", "H", "C", "O", "C", "C", "O", "C", "C", "O", "C", "H", "H", "H", "H", "H", "H", "H", "H", "H", "H", "H", "H", "H", "H", "C", "O", "C", "C", "O", "C", "C", "O", "C", "H", "H", "H", "H", "H", "H", "H", "H", "H", "H", "H", "H", "H", "H", "C", "O", "C", "C", "O", "C", "C", "O", "C", "H", "H", "H", "H", "H", "H", "H", "H", "H", "H", "H", "H", "H", "H"],
  "positions_angstrom": [[-1.317, 0.347, -1.303], [-0.712, 1.264, -2.326], [-0.031, 2.134, -1.983], [-0.913, 1.048, -3.652], [-2.169, 1.513, -4.172], [-2.675, 2.838, -3.604], [-3.743, 2.642, -2.514], [-5.154, 2.705, -3.091], [-6.179, 2.625, -1.960], [-7.600, 2.346, -2.413], [-7.775, 1.085, -3.276], [-6.958, -0.092, -2.727], [-7.689, -1.729, -3.187], [-2.187, -0.200, -1.644], [-1.571, 0.956, -0.450], [-0.568, -0.350, -0.951], [-2.002, 1.659, -5.230], [-2.953, 0.759, -4.108], [-3.193, 3.335, -4.419], [-1.885, 3.509, -3.294], [-3.636, 1.686, -2.013], [-3.686, 3.452, -1.795], [-5.311, 1.933, -3.840], [-5.259, 3.649, -3.620], [-6.165, 3.585, -1.450], [-5.820, 1.908, -1.229], [-8.203, 2.173, -1.524], [-8.054, 3.201, -2.900], [-8.820, 0.793, -3.185], [-7.602, 1.264, -4.333], [-6.994, -0.032, -1.648], [-5.929, 0.021, -3.054], [-8.297, -1.519, -4.444], [-6.582, -2.567, -3.438], [1.520, 7.694, -6.955], [2.328, 7.019, -6.020], [2.920, 7.909, -5.087], [3.461, 7.151, -3.893], [2.470, 6.825, -2.929], [1.597, 5.748, -3.259], [2.239, 4.384, -3.137], [2.992, 4.084, -4.307], [3.839, 2.977, -4.112], [2.103, 8.434, -7.517], [1.125, 6.956, -7.650], [0.680, 8.190, -6.456], [2.181, 8.645, -4.747], [3.746, 8.431, -5.589], [4.157, 7.811, -3.371], [4.017, 6.265, -4.204], [1.152, 5.890, -4.246], [0.792, 5.803, -2.523], [1.458, 3.624, -3.031], [2.891, 4.361, -2.255], [4.580, 3.188, -3.331], [4.365, 2.789, -5.046], [3.263, 2.084, -3.842], [4.065, -4.313, 3.239], [4.186, -3.494, 2.098], [5.122, -4.013, 1.168], [4.959, -3.344, -0.180], [3.901, -3.886, -0.960], [2.582, -3.519, -0.579], [2.212, -2.102, -0.965], [2.706, -1.181, -0.008], [2.652, 0.149, -0.478], [5.029, -4.416, 3.752], [3.355, -3.840, 3.916], [3.680, -5.302, 2.965], [4.982, -5.096, 1.056], [6.133, -3.817, 1.551], [5.866, -3.538, -0.758], [4.860, -2.262, -0.076], [2.413, -3.698, 0.484], [1.929, -4.196, -1.134], [1.116, -2.012, -0.999], [2.624, -1.874, -1.956], [3.290, 0.270, -1.361], [3.024, 0.800, 0.310], [1.626, 0.441, -0.722], [-0.070, -4.479, 5.133], [0.585, -4.898, 6.309], [1.546, -3.952, 6.747], [1.953, -4.233, 8.178], [1.038, -3.727, 9.140], [-0.174, -4.454, 9.305], [-0.003, -5.748, 10.071], [0.455, -6.779, 9.212], [0.913, -7.901, 9.932], [0.646, -4.322, 4.318], [-0.769, -5.261, 4.843], [-0.633, -3.555, 5.311], [1.137, -2.937, 6.675], [2.428, -4.038, 6.097], [2.887, -3.700, 8.367], [2.144, -5.297, 8.335], [-0.668, -4.622, 8.347], [-0.817, -3.799, 9.897], [-0.974, -6.054, 10.487], [0.709, -5.597, 10.892], [1.774, -7.637, 10.557], [1.224, -8.655, 9.212], [0.116, -8.317, 10.559]]
}

[2]
{
  "formula": "C28H64N8O16S2",
  "method": "ωB97M-V with the def2-TZVPD basis set",
  "de_lowest_kcal_mol": 39.5,
  "charge": 0,
  "smiles": "O=S1(=O)OCCO1.O=S1(=O)OCCO1.CNC(C)=O.CNC(C)=O.CNC(C)=O.CNC(C)=O.CNC(C)=O.CNC(C)=O.CNC(C)=O.CNC(C)=O",
  "lumo_ev": -0.2,
  "orbital_gap_ev": 8.917,
  "largest_force_ev_per_a": 2.5,
  "species": ["C", "C", "O", "S", "O", "O", "O", "H", "H", "H", "H", "C", "C", "O", "S", "O", "O", "O", "H", "H", "H", "H", "C", "C", "O", "N", "C", "H", "H", "H", "H", "H", "H", "H", "C", "C", "O", "N", "C", "H", "H", "H", "H", "H", "H", "H", "C", "C", "O", "N", "C", "H", "H", "H", "H", "H", "H", "H", "C", "C", "O", "N", "C", "H", "H", "H", "H", "H", "H", "H", "C", "C", "O", "N", "C", "H", "H", "H", "H", "H", "H", "H", "C", "C", "O", "N", "C", "H", "H", "H", "H", "H", "H", "H", "C", "C", "O", "N", "C", "H", "H", "H", "H", "H", "H", "H", "C", "C", "O", "N", "C", "H", "H", "H", "H", "H", "H", "H"],
  "positions_angstrom": [[0.543, 3.723, -3.583], [1.090, 4.315, -2.286], [2.258, 5.071, -2.720], [2.822, 4.540, -4.182], [4.094, 3.893, -4.061], [2.673, 5.559, -5.192], [1.698, 3.379, -4.358], [-0.016, 4.491, -4.114], [-0.022, 2.810, -3.439], [1.267, 3.579, -1.503], [0.537, 5.139, -1.840], [1.242, -6.065, -0.174], [1.316, -7.187, 0.837], [2.299, -6.715, 1.729], [1.986, -5.175, 2.091], [3.160, -4.370, 2.074], [1.118, -5.168, 3.226], [1.191, -4.890, 0.626], [0.389, -6.107, -0.852], [2.136, -5.959, -0.799], [1.599, -8.156, 0.438], [0.373, -7.248, 1.394], [-0.539, -3.283, -3.338], [-0.214, -2.345, -4.524], [0.663, -1.511, -4.523], [-1.031, -2.546, -5.589], [-1.246, -1.576, -6.651], [0.281, -3.799, -2.853], [-1.252, -4.061, -3.626], [-1.173, -2.661, -2.699], [-1.648, -3.337, -5.588], [-1.563, -2.162, -7.513], [-0.246, -1.201, -6.884], [-1.892, -0.719, -6.474], [-0.176, -2.054, 1.259], [0.196, -0.667, 0.835], [1.101, -0.005, 1.326], [-0.509, -0.287, -0.242], [-0.406, 0.952, -0.986], [-1.178, -2.384, 0.979], [-0.120, -2.176, 2.340], [0.456, -2.731, 0.683], [-1.213, -0.917, -0.592], [-0.066, 1.644, -0.208], [-1.364, 1.369, -1.292], [0.329, 0.933, -1.788], [1.999, -0.248, 5.117], [3.119, -0.803, 5.980], [3.684, -0.093, 6.802], [3.370, -2.125, 5.927], [2.971, -3.009, 4.822], [1.085, -0.095, 5.688], [1.789, -0.709, 4.153], [2.338, 0.754, 4.845], [4.113, -2.529, 6.468], [3.136, -2.556, 3.837], [1.892, -3.135, 4.733], [3.606, -3.885, 4.843], [5.055, -0.812, -0.552], [5.261, -2.186, -1.147], [6.418, -2.563, -1.353], [4.250, -3.025, -1.357], [2.836, -2.745, -1.321], [4.032, -0.509, -0.327], [5.563, -0.065, -1.160], [5.590, -0.746, 0.397], [4.465, -3.957, -1.667], [2.492, -1.736, -1.573], [2.443, -2.890, -0.312], [2.193, -3.274, -2.026], [-2.674, 0.756, -4.196], [-3.252, 1.875, -3.321], [-2.904, 3.040, -3.372], [-4.012, 1.330, -2.334], [-4.474, 2.049, -1.172], [-2.514, 1.136, -5.200], [-3.281, -0.140, -4.093], [-1.729, 0.512, -3.703], [-4.124, 0.332, -2.278], [-5.563, 1.977, -1.077], [-4.158, 3.084, -1.115], [-4.155, 1.578, -0.236], [-6.016, -2.439, -1.403], [-4.763, -2.032, -0.620], [-3.737, -1.717, -1.212], [-4.931, -2.029, 0.711], [-3.958, -1.483, 1.631], [-6.692, -3.158, -0.953], [-5.690, -2.832, -2.366], [-6.442, -1.460, -1.642], [-5.818, -2.285, 1.099], [-3.135, -2.169, 1.851], [-4.466, -1.313, 2.578], [-3.445, -0.582, 1.295], [-5.159, 5.087, 2.432], [-3.975, 4.139, 2.296], [-4.104, 2.940, 2.064], [-2.747, 4.678, 2.417], [-1.539, 3.933, 2.283], [-5.082, 6.071, 1.976], [-5.292, 5.277, 3.504], [-6.067, 4.554, 2.163], [-2.804, 5.665, 2.613], [-1.467, 3.129, 3.018], [-0.667, 4.538, 2.546], [-1.328, 3.558, 1.282], [1.975, 2.769, 2.896], [2.655, 4.076, 2.540], [2.251, 4.733, 1.581], [3.625, 4.507, 3.354], [4.295, 5.806, 3.246], [1.334, 2.811, 3.777], [2.719, 1.970, 2.920], [1.279, 2.470, 2.114], [3.897, 3.941, 4.139], [5.335, 5.597, 3.496], [3.916, 6.467, 4.025], [4.238, 6.260, 2.266]]
}

[3]
{
  "formula": "C28H65CaN2O12S3",
  "method": "ωB97M-V with the def2-TZVPD basis set",
  "de_lowest_kcal_mol": 0.0,
  "charge": 1,
  "lumo_ev": -3.9,
  "orbital_gap_ev": 6.568,
  "largest_force_ev_per_a": 2.1,
  "species": ["Ca", "C", "C", "O", "O", "H", "H", "H", "C", "C", "C", "O", "H", "H", "H", "H", "H", "H", "H", "H", "C", "C", "C", "O", "H", "H", "H", "H", "H", "H", "H", "H", "C", "C", "C", "O", "C", "N", "H", "H", "H", "H", "H", "H", "H", "H", "H", "H", "H", "C", "C", "C", "O", "C", "N", "H", "H", "H", "H", "H", "H", "H", "H", "H", "H", "H", "C", "C", "C", "S", "O", "O", "C", "H", "H", "H", "H", "H", "H", "H", "H", "C", "C", "C", "S", "O", "O", "C", "H", "H", "H", "H", "H", "H", "H", "H", "C", "C", "C", "S", "O", "O", "C", "H", "H", "H", "H", "H", "H", "H", "H"],
  "positions_angstrom": [[4.268, -2.294, 0.049], [0.670, -0.093, -0.242], [1.906, -0.881, -0.094], [2.923, -0.565, -0.803], [2.021, -1.791, 0.793], [0.723, 0.918, 0.178], [-0.185, -0.512, 0.293], [0.394, 0.099, -1.273], [-1.777, 1.452, 3.088], [-2.821, 0.404, 2.789], [-4.150, 0.773, 3.423], [-2.988, 0.301, 1.403], [-0.867, 1.208, 2.518], [-1.416, 1.386, 4.122], [-2.094, 2.464, 2.857], [-2.557, -0.581, 3.183], [-4.942, 0.148, 3.004], [-4.441, 1.809, 3.227], [-4.140, 0.637, 4.507], [-2.566, 1.096, 0.982], [1.580, -0.422, -4.193], [2.005, 1.030, -4.223], [0.803, 1.963, -4.193], [2.886, 1.369, -3.095], [2.406, -1.134, -4.264], [0.910, -0.568, -5.050], [0.984, -0.720, -3.327], [2.625, 1.246, -5.098], [0.062, 1.564, -3.487], [0.267, 1.973, -5.151], [1.032, 2.995, -3.952], [2.869, 0.626, -2.472], [-4.159, 3.558, -0.063], [-3.691, 2.401, -0.930], [-3.782, 2.704, -2.424], [-5.094, 3.011, -2.841], [-5.905, 1.882, -2.958], [-2.259, 2.162, -0.579], [-5.229, 3.754, -0.197], [-3.616, 4.487, -0.228], [-4.084, 3.276, 0.991], [-4.260, 1.503, -0.678], [-3.379, 1.882, -3.030], [-3.205, 3.608, -2.643], [-5.407, 1.048, -3.468], [-6.796, 2.194, -3.489], [-6.171, 1.523, -1.953], [-1.920, 1.313, -1.050], [-1.742, 2.962, -0.957], [2.637, 5.411, -1.449], [2.259, 4.681, -0.175], [0.956, 3.869, -0.352], [-0.153, 4.598, -0.785], [-0.555, 5.563, 0.147], [3.371, 3.773, 0.256], [2.958, 4.741, -2.256], [3.529, 6.032, -1.302], [1.843, 6.049, -1.839], [2.059, 5.369, 0.656], [0.735, 3.392, 0.626], [1.148, 3.028, -1.023], [0.184, 6.364, 0.257], [-0.708, 5.140, 1.155], [-1.500, 5.982, -0.187], [3.536, 3.147, -0.536], [3.040, 3.179, 1.020], [-3.576, -2.946, -0.557], [-2.122, -3.003, -0.115], [-1.263, -2.849, -1.371], [-2.148, -1.591, -2.369], [-2.270, -2.223, -3.652], [-1.595, -0.271, -2.197], [-3.688, -1.706, -1.429], [-4.264, -2.820, 0.281], [-3.904, -3.861, -1.057], [-1.887, -3.917, 0.434], [-1.927, -2.163, 0.568], [-1.350, -3.758, -1.964], [-0.223, -2.557, -1.259], [-4.566, -1.601, -2.058], [-3.666, -0.840, -0.758], [1.792, -7.410, 0.242], [1.315, -6.388, 1.298], [0.976, -5.107, 0.567], [2.014, -5.033, -0.899], [3.092, -4.044, -0.726], [1.163, -5.078, -2.044], [2.762, -6.645, -0.638], [0.948, -7.799, -0.326], [2.340, -8.207, 0.736], [2.148, -6.217, 1.988], [0.454, -6.711, 1.874], [1.076, -4.147, 1.082], [-0.051, -5.127, 0.208], [3.694, -6.561, -0.075], [2.999, -7.035, -1.626], [3.280, -1.350, 5.095], [4.803, -1.471, 4.961], [5.262, -0.181, 4.347], [4.148, -0.009, 2.939], [4.646, -0.849, 1.847], [3.894, 1.373, 2.699], [2.771, -0.886, 3.714], [2.943, -0.616, 5.825], [2.784, -2.301, 5.288], [5.052, -2.317, 4.307], [5.261, -1.775, 5.903], [6.300, -0.200, 4.025], [5.064, 0.703, 4.949], [2.605, -1.728, 3.042], [1.881, -0.263, 3.685]]
}

[4]
{
  "formula": "C28H67I2KN17OSSi4",
  "method": "ωB97M-V with the def2-TZVPD basis set",
  "de_lowest_kcal_mol": 32.7,
  "charge": -1,
  "lumo_ev": 1.8,
  "orbital_gap_ev": 5.899,
  "largest_force_ev_per_a": 0.7,
  "species": ["K", "N", "C", "N", "N", "N", "N", "C", "N", "N", "N", "N", "H", "N", "C", "C", "C", "N", "C", "C", "N", "C", "H", "H", "H", "H", "H", "H", "H", "H", "H", "H", "H", "H", "H", "H", "H", "H", "C", "C", "N", "O", "H", "H", "H", "H", "H", "I", "I", "C", "C", "N", "C", "C", "N", "H", "H", "H", "H", "H", "H", "C", "Si", "C", "C", "Si", "Si", "C", "C", "C", "Si", "C", "C", "C", "H", "H", "H", "H", "H", "H", "H", "H", "H", "H", "H", "H", "H", "H", "H", "H", "H", "H", "H", "H", "H", "H", "H", "H", "H", "H", "H", "C", "C", "N", "C", "S", "N", "C", "C", "H", "H", "H", "H", "H", "H", "H", "H", "H", "H", "H", "H"],
  "positions_angstrom": [[-1.618, 0.104, 0.317], [-5.776, -0.186, 1.581], [-4.873, -0.662, 2.525], [-4.940, -1.846, 3.119], [-3.889, -1.878, 3.957], [-3.220, -0.776, 3.867], [-3.822, 0.025, 2.979], [-5.219, 0.184, 0.333], [-5.716, 1.088, -0.496], [-4.826, 1.130, -1.496], [-3.847, 0.302, -1.254], [-4.080, -0.338, -0.100], [-6.573, -0.802, 1.504], [1.214, 3.232, -1.226], [2.695, 3.490, -1.267], [3.097, 4.425, -0.131], [2.790, 3.830, 1.249], [1.339, 3.891, 1.457], [3.334, 2.399, 1.363], [3.096, 1.451, 0.180], [1.708, 0.980, 0.100], [3.434, 2.157, -1.139], [0.739, 3.277, -2.126], [0.755, 3.809, -0.511], [1.077, 2.249, -0.801], [2.913, 3.947, -2.232], [2.589, 5.390, -0.231], [4.167, 4.618, -0.237], [3.326, 4.421, 2.003], [1.037, 4.823, 1.718], [1.028, 3.283, 2.210], [2.965, 1.944, 2.285], [4.420, 2.485, 1.468], [3.789, 0.611, 0.304], [1.599, 0.147, -0.477], [1.289, 0.808, 1.009], [3.180, 1.508, -1.978], [4.506, 2.353, -1.203], [-2.892, 3.919, -1.366], [-1.814, 2.878, -1.400], [-1.408, 2.433, -2.623], [-1.298, 2.448, -0.373], [-2.875, 4.561, -2.247], [-2.797, 4.506, -0.454], [-3.844, 3.381, -1.347], [-2.023, 2.610, -3.402], [-0.950, 1.517, -2.637], [-3.162, 2.282, 2.821], [-2.194, 4.952, 2.669], [-2.224, -3.065, 1.020], [-0.917, -2.784, 1.676], [-0.015, -1.887, 1.340], [1.037, -2.056, 2.212], [0.771, -3.064, 3.082], [-0.478, -3.522, 2.728], [-2.510, -2.308, 0.292], [-3.028, -3.105, 1.757], [-2.175, -4.021, 0.495], [1.914, -1.433, 2.170], [1.332, -3.482, 3.899], [-1.016, -4.236, 3.187], [2.050, -3.375, -1.232], [0.888, -3.146, -2.706], [1.789, -4.032, -4.123], [-0.651, -4.190, -2.344], [0.325, -0.885, -3.016], [2.233, -0.254, -4.215], [2.248, 1.633, -4.522], [2.595, -0.929, -5.953], [3.812, -0.680, -3.239], [-1.252, -1.077, -4.750], [-0.855, -2.202, -6.224], [-2.896, -1.710, -4.080], [-1.634, 0.631, -5.502], [2.313, -4.433, -1.116], [1.577, -3.034, -0.310], [2.978, -2.812, -1.366], [1.893, -5.092, -3.864], [2.796, -3.628, -4.259], [1.267, -3.964, -5.079], [-0.373, -5.094, -1.792], [-1.133, -4.504, -3.273], [-1.388, -3.639, -1.758], [1.566, 1.865, -5.345], [3.239, 2.010, -4.796], [1.893, 2.190, -3.651], [1.897, -0.520, -6.687], [2.541, -2.017, -6.005], [3.605, -0.620, -6.248], [3.706, -0.555, -2.159], [4.666, -0.082, -3.575], [4.060, -1.731, -3.413], [-0.661, -3.228, -5.903], [0.007, -1.862, -6.800], [-1.725, -2.221, -6.890], [-2.819, -2.744, -3.737], [-3.662, -1.673, -4.862], [-3.234, -1.097, -3.242], [-0.777, 1.309, -5.497], [-2.455, 1.093, -4.947], [-1.972, 0.526, -6.538], [1.953, 0.790, 8.298], [0.798, 0.873, 7.319], [1.237, 0.446, 5.986], [0.308, 0.340, 4.964], [0.551, 1.144, 3.512], [-0.755, -0.429, 5.161], [-0.894, -1.508, 6.128], [-2.135, -1.347, 6.992], [1.641, 1.131, 9.285], [2.785, 1.420, 7.978], [2.318, -0.234, 8.381], [0.404, 1.895, 7.276], [-0.019, 0.236, 7.649], [2.006, 1.012, 5.653], [-1.466, -0.442, 4.422], [0.022, -1.577, 6.713], [-0.979, -2.439, 5.560], [-2.109, -0.421, 7.569], [-2.228, -2.186, 7.683], [-3.023, -1.324, 6.360]]
}